# C5H6O

C5H6O as an isolated structure (wB97M-V/def2-TZVPD, the OMol25 dataset).

Structure (XYZ):
```
12
Properties=species:S:1:pos:R:3:lowdin_charge:R:1
C 1.64 -0.81 -0.22 -0.018
C 0.70 -1.08 0.65 0.025
C 0.97 0.55 -0.73 -0.162
C -0.15 0.11 0.10 -0.414
C -1.77 0.36 0.06 0.018
O 0.62 1.21 0.47 -0.016
H 2.76 -1.01 -0.17 0.116
H 0.50 -1.81 1.37 0.080
H 1.02 1.21 -1.61 0.148
H -1.92 1.47 0.17 0.084
H -2.20 -0.34 0.83 0.080
H -2.17 0.12 -0.93 0.058
```

Summary:
Maximum force = 4.04 eV Å⁻¹
Calculated total energy = -7325.302 eV
Highest occupied orbital energy = -9.5 eV
Total charge = 0
ΔE to the lowest compared entry with this formula, charge and spin = 3.983 eV

***

# C20H23BrGe2NNiO4S2

C20H23BrGe2NNiO4S2 as an isolated structure (wB97M-V/def2-TZVPD, the OMol25 dataset).

Structure (XYZ):
```
54
Properties=species:S:1:pos:R:3:lowdin_charge:R:1
Ni 0.26 0.52 -1.86 -0.248
O 0.80 -4.87 -4.61 0.106
C 0.51 -3.72 -3.98 -0.293
C -0.79 -3.34 -3.64 0.023
C -0.98 -2.14 -2.98 -0.093
N 0.03 -1.34 -2.66 -0.054
C 1.26 -1.73 -2.99 -0.684
Br 2.55 -0.45 -2.43 0.940
C 1.58 -2.89 -3.64 -0.005
H -0.01 -5.36 -4.81 0.125
H -1.64 -3.96 -3.89 0.126
H -1.97 -1.80 -2.71 0.137
H 2.59 -3.16 -3.89 0.131
O -2.97 4.11 -2.26 -0.326
S -1.61 4.44 -2.51 0.296
O -0.92 5.25 -1.55 -0.338
O -1.15 4.48 -3.87 -0.337
S -0.54 2.34 -2.08 0.439
C -1.36 -2.89 0.63 -0.235
Ge 0.17 -1.84 1.25 0.685
C 1.78 -2.72 0.54 -0.243
C 0.24 -1.94 3.21 -0.234
Ge 0.03 0.49 0.48 0.863
C 1.63 1.48 1.01 -0.346
C 1.87 2.78 0.56 -0.118
C 2.99 3.48 0.97 -0.074
C 3.91 2.88 1.82 -0.089
C 3.70 1.58 2.26 -0.090
C 2.57 0.89 1.85 -0.132
C -1.59 1.30 1.22 -0.342
C -2.42 0.54 2.05 -0.140
C -3.57 1.08 2.61 -0.091
C -3.92 2.39 2.33 -0.086
C -3.11 3.16 1.50 -0.065
C -1.96 2.62 0.95 -0.125
H -1.30 -3.90 1.05 0.023
H -1.35 -2.98 -0.45 -0.013
H -2.31 -2.45 0.93 0.014
H 1.81 -3.75 0.88 0.024
H 2.69 -2.22 0.85 0.014
H 1.76 -2.73 -0.55 -0.024
H 0.29 -3.00 3.49 0.022
H -0.65 -1.51 3.67 0.011
H 1.11 -1.44 3.62 0.011
H 1.17 3.25 -0.12 0.055
H 3.15 4.49 0.62 0.107
H 4.79 3.42 2.14 0.102
H 4.42 1.11 2.92 0.101
H 2.43 -0.13 2.21 0.061
H -2.17 -0.49 2.28 0.052
H -4.20 0.47 3.25 0.100
H -4.83 2.81 2.74 0.102
H -3.39 4.18 1.27 0.111
H -1.36 3.23 0.29 0.045
```

Summary:
Maximum force = 0.79 eV Å⁻¹
Spin multiplicity = 2
Calculated total energy = -276579.892 eV
Highest occupied orbital energy (alpha / beta) = -8.2 / -8.0 eV
Total charge = 0
ΔE to the lowest compared entry with this formula, charge and spin = 2.462 eV

***

# C20H32BN10Zr

C20H32BN10Zr as an isolated structure (wB97M-V/def2-TZVPD, the OMol25 dataset).

Structure (XYZ):
```
64
Properties=species:S:1:pos:R:3:lowdin_charge:R:1
Zr -0.08 -0.24 0.37 1.968
C 3.07 1.32 -0.70 -0.007
C 2.25 1.97 0.35 -0.282
C 2.48 3.14 1.03 0.086
C 1.41 3.30 1.93 -0.194
C 1.18 4.41 2.89 0.031
N 0.59 2.26 1.80 0.047
N 1.09 1.41 0.82 -0.117
B -0.79 1.97 2.47 -0.456
N -0.72 0.55 3.14 0.048
N -0.48 -0.57 2.37 -0.118
C -0.51 -1.66 3.20 -0.276
C -0.28 -3.04 2.70 -0.006
C -0.76 -1.23 4.47 0.087
C -0.89 0.17 4.41 -0.192
C -1.17 1.13 5.51 0.032
N -1.87 1.91 1.35 0.041
N -1.74 1.02 0.30 -0.126
C -2.81 1.21 -0.53 -0.278
C -2.97 0.39 -1.77 0.009
C -3.60 2.21 -0.02 0.084
C -2.99 2.63 1.17 -0.196
C -3.43 3.69 2.11 0.029
H 3.89 1.97 -0.99 0.106
H 2.49 1.12 -1.61 0.090
H 3.50 0.38 -0.35 0.086
H 3.31 3.82 0.90 0.147
H 2.02 5.10 2.87 0.106
H 1.06 4.04 3.90 0.102
H 0.28 4.97 2.62 0.106
H -1.06 2.79 3.27 0.127
H -0.72 -3.21 1.71 0.072
H -0.73 -3.77 3.37 0.108
H 0.79 -3.26 2.65 0.096
H -0.86 -1.83 5.36 0.147
H -1.22 0.59 6.46 0.106
H -2.11 1.64 5.35 0.106
H -0.38 1.88 5.58 0.103
H -2.12 -0.30 -1.92 0.056
H -3.03 1.02 -2.65 0.111
H -3.87 -0.21 -1.71 0.110
H -4.51 2.59 -0.43 0.147
H -4.39 4.09 1.78 0.106
H -2.71 4.51 2.14 0.104
H -3.55 3.29 3.12 0.101
C 2.14 -6.24 -0.53 -0.058
C 1.34 -6.06 -1.82 -0.401
C -0.16 -6.18 -1.58 -0.058
C 1.72 -4.78 -2.55 -0.046
N 1.38 -3.56 -1.73 -0.027
C 2.11 -2.95 -0.79 -0.037
N 1.39 -1.94 -0.32 -0.049
N 0.23 -2.00 -1.00 -0.181
N 0.21 -2.96 -1.85 0.165
H 1.95 -7.23 -0.10 0.100
H 1.84 -5.51 0.24 0.067
H 3.22 -6.16 -0.69 0.092
H 1.64 -6.84 -2.52 0.159
H -0.52 -5.44 -0.87 0.065
H -0.39 -7.16 -1.16 0.099
H -0.73 -6.08 -2.50 0.093
H 1.18 -4.63 -3.48 0.145
H 2.79 -4.70 -2.73 0.145
H 3.11 -3.23 -0.49 0.169
```

Summary:
Maximum force = 0.45 eV Å⁻¹
Calculated total energy = -38095.252 eV
Highest occupied orbital energy = -18.0 eV
Total charge = +3

***

Question: The highest maximum force belongs to which entry?
Answer: C5H6O

***

Copy entry 3 word for word.
# C20H32BN10Zr

C20H32BN10Zr as an isolated structure (wB97M-V/def2-TZVPD, the OMol25 dataset).

Structure (XYZ):
```
64
Properties=species:S:1:pos:R:3:lowdin_charge:R:1
Zr -0.08 -0.24 0.37 1.968
C 3.07 1.32 -0.70 -0.007
C 2.25 1.97 0.35 -0.282
C 2.48 3.14 1.03 0.086
C 1.41 3.30 1.93 -0.194
C 1.18 4.41 2.89 0.031
N 0.59 2.26 1.80 0.047
N 1.09 1.41 0.82 -0.117
B -0.79 1.97 2.47 -0.456
N -0.72 0.55 3.14 0.048
N -0.48 -0.57 2.37 -0.118
C -0.51 -1.66 3.20 -0.276
C -0.28 -3.04 2.70 -0.006
C -0.76 -1.23 4.47 0.087
C -0.89 0.17 4.41 -0.192
C -1.17 1.13 5.51 0.032
N -1.87 1.91 1.35 0.041
N -1.74 1.02 0.30 -0.126
C -2.81 1.21 -0.53 -0.278
C -2.97 0.39 -1.77 0.009
C -3.60 2.21 -0.02 0.084
C -2.99 2.63 1.17 -0.196
C -3.43 3.69 2.11 0.029
H 3.89 1.97 -0.99 0.106
H 2.49 1.12 -1.61 0.090
H 3.50 0.38 -0.35 0.086
H 3.31 3.82 0.90 0.147
H 2.02 5.10 2.87 0.106
H 1.06 4.04 3.90 0.102
H 0.28 4.97 2.62 0.106
H -1.06 2.79 3.27 0.127
H -0.72 -3.21 1.71 0.072
H -0.73 -3.77 3.37 0.108
H 0.79 -3.26 2.65 0.096
H -0.86 -1.83 5.36 0.147
H -1.22 0.59 6.46 0.106
H -2.11 1.64 5.35 0.106
H -0.38 1.88 5.58 0.103
H -2.12 -0.30 -1.92 0.056
H -3.03 1.02 -2.65 0.111
H -3.87 -0.21 -1.71 0.110
H -4.51 2.59 -0.43 0.147
H -4.39 4.09 1.78 0.106
H -2.71 4.51 2.14 0.104
H -3.55 3.29 3.12 0.101
C 2.14 -6.24 -0.53 -0.058
C 1.34 -6.06 -1.82 -0.401
C -0.16 -6.18 -1.58 -0.058
C 1.72 -4.78 -2.55 -0.046
N 1.38 -3.56 -1.73 -0.027
C 2.11 -2.95 -0.79 -0.037
N 1.39 -1.94 -0.32 -0.049
N 0.23 -2.00 -1.00 -0.181
N 0.21 -2.96 -1.85 0.165
H 1.95 -7.23 -0.10 0.100
H 1.84 -5.51 0.24 0.067
H 3.22 -6.16 -0.69 0.092
H 1.64 -6.84 -2.52 0.159
H -0.52 -5.44 -0.87 0.065
H -0.39 -7.16 -1.16 0.099
H -0.73 -6.08 -2.50 0.093
H 1.18 -4.63 -3.48 0.145
H 2.79 -4.70 -2.73 0.145
H 3.11 -3.23 -0.49 0.169
```

Summary:
Maximum force = 0.45 eV Å⁻¹
Calculated total energy = -38095.252 eV
Highest occupied orbital energy = -18.0 eV
Total charge = +3